1.
{
  "formula": "C33H57CdN3O5Si",
  "method": "ωB97M-V with the def2-TZVPD basis set",
  "e_above_lowest_kcal_mol": 0.2,
  "orbital_gap_ev": 6.33,
  "species": ["O", "O", "C", "C", "H", "H", "H", "H", "H", "C", "C", "H", "H", "H", "H", "H", "C", "C", "C", "H", "H", "H", "H", "H", "C", "H", "H", "H", "H", "H", "H", "N", "C", "C", "C", "C", "H", "H", "H", "C", "H", "H", "H", "N", "C", "C", "C", "C", "H", "C", "H", "C", "H", "C", "C", "C", "C", "C", "C", "H", "C", "H", "C", "H", "C", "C", "Cd", "H", "H", "H", "H", "H", "H", "H", "H", "H", "H", "H", "H", "H", "C", "Si", "H", "H", "C", "C", "C", "H", "H", "H", "H", "H", "H", "H", "H", "H", "O", "N", "O", "O"],
  "positions_angstrom": [[0.534, -2.695, -1.717], [-1.100, -1.902, -3.618], [1.945, -2.835, -2.312], [2.814, -3.427, -1.240], [2.225, -1.817, -2.590], [1.845, -3.463, -3.203], [2.789, -2.834, -0.316], [3.851, -3.451, -1.592], [2.517, -4.457, -1.008], [-0.170, -4.034, -1.443], [-0.161, -4.968, -2.626], [-1.172, -3.724, -1.148], [0.389, -4.410, -0.584], [-0.726, -4.575, -3.481], [-0.665, -5.897, -2.323], [0.854, -5.237, -2.938], [-2.505, -1.775, -3.300], [-0.659, -1.248, -4.820], [-3.266, -3.035, -3.651], [-2.921, -0.903, -3.832], [-2.548, -1.581, -2.218], [-3.242, -3.227, -4.733], [-4.317, -2.915, -3.362], [-2.864, -3.904, -3.113], [-1.014, -2.037, -6.067], [0.430, -1.147, -4.712], [-1.100, -0.238, -4.856], [-0.680, -3.082, -5.989], [-0.514, -1.587, -6.932], [-2.094, -2.011, -6.262], [-0.040, -2.117, -2.327], [1.698, 1.251, 2.264], [1.566, 2.521, 2.620], [0.397, 3.274, 2.425], [-0.910, 2.857, 2.127], [2.738, 3.254, 3.232], [3.571, 3.341, 2.524], [3.113, 2.774, 4.142], [2.422, 4.264, 3.501], [-1.925, 3.962, 1.952], [-2.625, 4.004, 2.796], [-2.501, 3.846, 1.026], [-1.404, 4.922, 1.900], [-1.300, 1.587, 2.073], [2.900, 0.509, 2.419], [3.750, 0.315, 1.298], [3.521, 0.996, -0.014], [4.879, -0.484, 1.420], [5.517, -0.603, 0.540], [5.201, -1.078, 2.637], [6.084, -1.706, 2.712], [4.393, -0.856, 3.753], [4.657, -1.291, 4.720], [3.249, -0.068, 3.666], [2.407, 0.132, 4.886], [-2.608, 1.176, 2.384], [-3.473, 0.763, 1.340], [-3.085, 0.980, -0.089], [-4.720, 0.226, 1.633], [-5.343, -0.134, 0.808], [-5.155, 0.147, 2.956], [-6.111, -0.316, 3.184], [-4.348, 0.653, 3.979], [-4.697, 0.613, 5.011], [-3.086, 1.181, 3.721], [-2.261, 1.705, 4.857], [0.148, 0.098, 1.012], [3.366, 0.265, -0.822], [4.411, 1.585, -0.291], [2.664, 1.674, 0.000], [1.867, 1.087, 4.873], [3.059, 0.129, 5.771], [1.671, -0.674, 5.008], [-3.724, 0.377, -0.747], [-2.036, 0.713, -0.299], [-3.219, 2.037, -0.373], [-1.252, 1.278, 4.841], [-2.735, 1.418, 5.796], [-2.178, 2.807, 4.863], [0.518, 4.343, 2.572], [0.306, 0.341, -1.236], [0.424, 2.044, -2.062], [1.196, -0.246, -1.529], [-0.574, -0.188, -1.639], [1.658, 1.894, -3.486], [0.986, 3.516, -1.042], [-1.254, 2.528, -2.766], [-1.799, 1.670, -3.184], [-1.114, 3.255, -3.581], [-1.893, 3.007, -2.010], [2.624, 1.487, -3.156], [1.850, 2.889, -3.916], [1.276, 1.252, -4.295], [1.848, 3.331, -0.392], [0.177, 3.913, -0.416], [1.286, 4.325, -1.728], [-1.971, -2.288, 3.653], [-1.138, -1.588, 3.069], [-0.413, -0.732, 3.663], [-0.982, -1.729, 1.764]],
  "atomic_forces_ev_per_a": [[0.442, -0.838, -0.679], [0.026, 0.098, 0.110], [-0.948, 0.127, 0.471], [0.235, -0.091, 0.203], [-0.165, -0.106, 0.126], [0.062, 0.221, 0.163], [-0.061, -0.066, -0.285], [-0.173, -0.005, 0.012], [0.146, 0.186, -0.049], [0.466, 0.845, -0.097], [-0.124, -0.207, -0.175], [0.155, 0.010, 0.119], [-0.335, 0.043, -0.103], [0.287, 0.050, 0.238], [0.157, 0.216, 0.044], [-0.255, -0.018, 0.065], [0.154, 0.161, 0.074], [-0.072, 0.059, 0.159], [-0.225, -0.109, -0.160], [0.186, -0.206, 0.236], [-0.083, 0.066, -0.298], [0.043, -0.040, 0.368], [0.189, -0.052, -0.001], [-0.130, 0.197, -0.171], [0.000, 0.010, -0.193], [-0.263, 0.023, -0.040], [0.235, -0.232, 0.046], [-0.125, 0.272, 0.019], [-0.096, -0.065, 0.126], [0.267, -0.081, 0.052], [-0.001, -0.354, -0.060], [-0.078, 0.054, -0.200], [0.252, -0.952, -0.141], [0.096, 0.251, -0.243], [-0.426, -0.847, 0.446], [0.114, 0.389, 0.017], [-0.090, -0.158, 0.094], [-0.070, -0.083, -0.241], [0.104, -0.088, -0.013], [-0.103, 0.423, 0.262], [0.034, -0.087, -0.207], [0.060, -0.175, 0.222], [-0.148, -0.075, 0.033], [0.655, 0.485, -0.028], [0.549, 0.289, 0.108], [-0.327, 0.053, 0.674], [-0.001, 0.323, -0.505], [0.070, -0.193, 0.321], [-0.067, -0.059, 0.295], [-0.065, -0.032, -0.009], [-0.074, 0.088, 0.058], [0.224, -0.026, -0.335], [-0.051, 0.079, -0.285], [-0.095, 0.050, -0.597], [-0.115, 0.163, 0.505], [-0.985, 0.538, -0.437], [0.241, 0.071, 0.532], [0.236, -0.118, -0.419], [-0.076, -0.074, 0.335], [0.120, 0.131, 0.345], [0.217, 0.055, -0.052], [0.094, 0.127, 0.025], [-0.274, -0.211, -0.365], [0.055, 0.001, -0.201], [0.127, -0.156, -0.651], [0.297, 0.132, 0.134], [-0.211, 0.779, 0.237], [-0.017, 0.168, 0.153], [-0.262, -0.145, 0.073], [0.202, -0.323, 0.062], [0.026, -0.367, -0.033], [-0.174, -0.014, -0.127], [0.090, 0.264, -0.123], [0.063, 0.144, 0.051], [-0.439, 0.188, 0.099], [0.095, -0.314, 0.058], [-0.160, 0.142, -0.087], [0.041, 0.017, 0.069], [0.027, -0.352, -0.144], [-0.028, -0.124, -0.098], [0.186, -0.068, 0.072], [0.001, -0.738, 0.339], [-0.188, 0.265, 0.066], [0.157, 0.195, 0.018], [0.044, 0.168, -0.261], [0.085, 0.319, 0.040], [-0.133, 0.212, -0.242], [0.065, 0.119, 0.108], [-0.064, -0.118, 0.172], [0.168, -0.195, -0.179], [-0.200, 0.069, -0.005], [0.002, -0.239, 0.011], [0.085, 0.094, 0.167], [-0.242, 0.050, -0.078], [0.158, -0.161, -0.030], [-0.119, -0.179, 0.082], [1.074, 0.840, -0.868], [0.221, 0.272, 0.648], [-1.074, -1.643, -1.162], [0.028, 0.198, 1.112]],
  "mulliken_charge": [0.0278, -0.0701, -0.2066, -1.4743, 0.3821, 0.4422, 0.3459, 0.4438, 0.3612, -0.2702, -1.1293, 0.4430, 0.5535, 0.1117, 0.4402, 0.3706, -0.0465, 0.0537, -1.3303, 0.4477, -0.0102, 0.2795, 0.4482, 0.2305, -1.4584, 0.1949, 0.1075, 0.2739, 0.4341, 0.3168, 0.1600, 0.9432, 0.2470, -1.3656, 0.7353, -1.6851, 0.2892, 0.2568, 0.4626, -1.7346, 0.3702, 0.1932, 0.4724, 1.2103, -0.5660, 1.6048, -0.6667, -0.4927, 0.4490, -0.9214, 0.3991, -0.6417, 0.4288, 0.9015, -1.6763, -1.5272, 1.4362, -0.5138, -0.8293, 0.3693, -0.9408, 0.3699, -0.9119, 0.3795, 1.4075, -1.1511, 2.5626, 0.1182, 0.4190, -1.1690, 0.1871, 0.4829, 0.2908, 0.3698, -0.3937, 0.2693, 0.0104, 0.4520, 0.2033, 0.1705, -0.5789, 0.5661, -0.5266, -0.1678, -1.1275, -1.0973, -1.0345, 0.0786, 0.4045, 0.3151, 0.2829, 0.3766, 0.2335, 0.2752, 0.2013, 0.5386, -0.6837, 0.7529, -0.4007, -0.5557]
}

=====

2.
{
  "formula": "C18H52FO13S",
  "method": "ωB97M-V with the def2-TZVPD basis set",
  "total_charge": -1,
  "e_above_lowest_kcal_mol": 46.4,
  "orbital_gap_ev": 5.13,
  "species": ["C", "C", "C", "F", "C", "S", "C", "C", "O", "O", "C", "C", "O", "H", "H", "H", "H", "H", "H", "H", "H", "H", "H", "H", "H", "C", "O", "H", "H", "H", "H", "C", "O", "H", "H", "H", "H", "C", "O", "H", "H", "H", "H", "C", "O", "H", "H", "H", "H", "C", "O", "H", "H", "H", "H", "C", "O", "H", "H", "H", "H", "C", "O", "H", "H", "H", "H", "C", "O", "H", "H", "H", "H", "C", "O", "H", "H", "H", "H", "C", "O", "H", "H", "H", "H"],
  "positions_angstrom": [[-3.427, -1.038, -1.299], [-2.011, -1.748, -1.098], [-1.945, -2.794, 0.099], [-3.010, -2.613, 1.097], [-0.485, -2.947, 0.756], [-0.485, -4.719, 1.394], [-0.325, -1.972, 2.037], [-0.519, -0.468, 1.517], [0.488, 0.124, 1.131], [-1.858, -0.010, 1.481], [-2.023, 1.351, 1.759], [-3.481, 1.928, 1.423], [-1.214, 2.128, 2.266], [-3.950, -0.779, -0.331], [-4.073, -1.690, -1.981], [-3.254, -0.059, -1.871], [-1.204, -0.945, -1.050], [-1.788, -2.343, -2.049], [-2.166, -3.818, -0.372], [-1.537, -4.820, 2.322], [-1.132, -2.287, 2.772], [0.718, -2.124, 2.472], [-3.709, 1.820, 0.309], [-3.613, 2.985, 1.784], [-4.201, 1.194, 1.930], [2.674, -6.934, 3.328], [1.275, -7.103, 3.470], [3.181, -7.671, 3.954], [2.963, -7.087, 2.285], [2.961, -5.929, 3.650], [0.851, -6.439, 2.906], [3.840, 0.432, -0.516], [3.181, 1.497, 0.150], [4.805, 0.788, -0.879], [3.999, -0.397, 0.180], [3.237, 0.096, -1.363], [2.332, 1.157, 0.461], [-6.139, 4.360, -0.436], [-6.441, 3.021, -0.807], [-5.146, 4.612, -0.805], [-6.873, 5.040, -0.878], [-6.153, 4.452, 0.652], [-7.321, 2.822, -0.470], [-4.593, 6.364, 2.223], [-3.935, 5.213, 1.710], [-5.371, 6.667, 1.523], [-5.047, 6.129, 3.189], [-3.873, 7.178, 2.339], [-3.253, 4.967, 2.347], [-4.606, -5.660, -0.618], [-3.365, -5.461, -1.277], [-4.512, -5.319, 0.412], [-5.389, -5.084, -1.120], [-4.864, -6.723, -0.625], [-3.472, -5.770, -2.184], [7.742, -0.607, -2.220], [6.819, 0.021, -3.100], [7.412, -1.629, -2.037], [8.736, -0.624, -2.675], [7.777, -0.064, -1.272], [7.131, 0.922, -3.245], [4.914, 0.984, -6.016], [6.057, 0.150, -6.137], [4.421, 1.051, -6.986], [4.223, 0.554, -5.288], [5.218, 1.985, -5.696], [6.472, 0.108, -5.266], [-1.704, 8.430, 4.530], [-2.610, 9.069, 3.640], [-2.051, 7.414, 4.714], [-0.708, 8.395, 4.082], [-1.668, 8.976, 5.476], [-2.283, 9.963, 3.493], [3.284, -0.781, 4.749], [1.881, -0.946, 4.885], [3.786, -1.520, 5.373], [3.575, -0.931, 3.706], [3.573, 0.222, 5.075], [1.461, -0.283, 4.324], [3.415, -2.615, -7.448], [3.944, -2.118, -6.229], [2.649, -3.356, -7.221], [2.967, -1.797, -8.019], [4.210, -3.085, -8.033], [4.620, -1.463, -6.458]],
  "atomic_forces_ev_per_a": [[0.419, 0.165, -0.826], [-0.399, 0.447, -0.025], [1.857, -1.440, -0.720], [0.458, 0.250, -0.841], [-2.217, -0.212, 0.450], [-0.243, 0.932, 0.405], [-1.019, -0.107, -0.934], [3.336, -2.214, 0.472], [-3.062, -0.167, 0.552], [1.245, 2.013, 0.401], [-0.593, 2.764, 0.300], [0.198, -2.145, -0.204], [-1.208, -2.484, -0.994], [0.604, -0.526, -1.091], [0.565, 0.866, 1.187], [-0.308, -1.264, 0.746], [-0.940, -1.098, 0.251], [-0.188, 0.782, 1.358], [0.157, 1.686, 0.892], [0.668, 0.212, -0.593], [0.897, 0.798, -0.481], [-1.490, 0.572, -0.581], [0.429, 0.281, 1.467], [0.303, -1.445, -0.460], [0.760, 1.207, -0.605], [-0.421, 0.164, -0.123], [0.067, -0.169, 0.085], [-0.086, 0.006, -0.007], [0.239, 0.051, 0.032], [0.229, -0.022, -0.059], [-0.102, 0.104, 0.008], [-0.356, 0.075, 0.185], [0.102, 0.133, 0.036], [-0.068, 0.050, 0.025], [0.079, -0.155, -0.183], [0.178, -0.201, -0.043], [-0.075, 0.028, 0.025], [-0.316, -0.139, 0.074], [-0.027, -0.095, -0.105], [-0.063, -0.123, 0.070], [0.082, 0.180, 0.038], [0.132, 0.201, -0.048], [0.164, -0.069, -0.064], [0.344, -0.079, 0.157], [0.023, -0.014, 0.053], [0.072, -0.103, -0.007], [-0.122, 0.205, 0.013], [-0.212, 0.156, 0.073], [0.010, 0.018, -0.202], [0.103, -0.027, -0.224], [-0.066, -0.135, -0.174], [0.120, 0.037, -0.118], [-0.167, -0.033, 0.160], [-0.178, 0.007, 0.128], [0.125, 0.073, 0.118], [0.112, 0.151, -0.024], [-0.071, 0.202, -0.374], [-0.072, 0.123, -0.081], [0.070, -0.117, 0.152], [0.085, -0.142, 0.061], [-0.125, -0.072, 0.159], [0.052, 0.056, 0.362], [0.133, -0.100, -0.245], [0.099, -0.037, 0.030], [-0.148, 0.184, -0.049], [-0.207, 0.088, -0.044], [-0.099, -0.317, 0.031], [0.069, 0.269, -0.093], [-0.103, 0.050, -0.053], [-0.039, 0.101, -0.072], [0.064, -0.140, 0.168], [0.118, -0.164, 0.093], [-0.113, -0.130, -0.048], [-0.296, 0.146, -0.188], [-0.018, 0.059, 0.122], [-0.124, 0.014, -0.017], [0.215, 0.028, 0.045], [0.240, -0.029, -0.032], [-0.040, -0.203, 0.019], [0.252, 0.234, 0.187], [0.024, 0.069, -0.098], [0.062, 0.071, 0.050], [-0.096, -0.140, -0.188], [-0.141, -0.076, -0.183], [0.055, -0.176, 0.260]],
  "mulliken_charge": [-0.9856, -0.3561, 0.2279, -0.4377, -0.5694, -0.3787, -0.3169, 0.3218, -0.5423, -0.0194, 0.5612, -0.3316, -0.5812, 0.1848, 0.3048, 0.2761, 0.0796, 0.4611, 0.2203, 0.0506, 0.3164, 0.2873, 0.1879, -0.1539, 0.2931, -0.4765, -0.5214, 0.2249, 0.2201, 0.2000, 0.2618, -0.3804, -0.5415, 0.1428, 0.2077, 0.2350, 0.4122, -0.5426, -0.5257, 0.2348, 0.3802, 0.1832, 0.2846, -0.5068, -0.4936, 0.2130, 0.2809, 0.1520, 0.2612, -0.5695, -0.4667, 0.2228, 0.2527, 0.2885, 0.2613, -0.6521, -0.4996, 0.2527, 0.2843, 0.2747, 0.3000, -0.6864, -0.5726, 0.2786, 0.3264, 0.2896, 0.3671, -0.5219, -0.4870, 0.2061, 0.2727, 0.2641, 0.2859, -0.5187, -0.4901, 0.2380, 0.1976, 0.2713, 0.2910, -0.5411, -0.4497, 0.2136, 0.2259, 0.2495, 0.3348]
}

=====

3.
{
  "formula": "C5H8N2",
  "method": "ωB97M-V with the def2-TZVPD basis set",
  "smiles": "C[C@@]1(C=C=N)CN1",
  "e_above_lowest_kcal_mol": 57.3,
  "orbital_gap_ev": 9.65,
  "species": ["C", "C", "C", "C", "N", "C", "N", "H", "H", "H", "H", "H", "H", "H", "H"],
  "positions_angstrom": [[1.071, -0.689, -0.857], [0.386, 0.228, 0.136], [-0.820, 0.956, -0.371], [-1.790, 0.346, -1.001], [-2.733, -0.269, -1.501], [0.458, -0.124, 1.582], [1.173, 1.039, 1.056], [0.383, -1.462, -1.221], [1.419, -0.120, -1.725], [1.928, -1.197, -0.400], [-0.996, 1.975, -0.038], [-3.303, -0.621, -0.719], [1.032, -1.007, 1.859], [-0.374, 0.096, 2.250], [2.166, 0.849, 0.951]],
  "atomic_forces_ev_per_a": [[0.067, 0.015, -0.025], [0.013, -0.151, -0.079], [-0.290, 0.004, 0.051], [-0.367, -0.250, 0.299], [0.355, 0.270, 0.401], [-0.098, -0.193, 0.184], [0.321, 0.107, -0.069], [0.078, 0.177, 0.095], [-0.021, -0.063, 0.096], [-0.132, 0.114, -0.033], [0.193, -0.083, -0.202], [-0.100, -0.091, -0.483], [-0.081, 0.138, -0.099], [0.152, 0.049, -0.179], [-0.089, -0.043, 0.043]],
  "mulliken_charge": [-1.3194, 1.1851, -0.8878, 0.4656, -0.6515, -0.6457, -0.6716, 0.3352, 0.3044, 0.3937, 0.4026, 0.2700, 0.2672, 0.2731, 0.2790]
}